Density functional theory data (the ωB97M-V functional and the def2-TZVPD basis) for a structure of composition C12H20Br6 at a distorted geometry.

* DFT total energy: -15913.33919 Eh
* molar mass: 643.72 g mol⁻¹
* F_max: 2.27 eV/A

Geometry as ORCA input:
```
! wB97M-V def2-TZVPD RIJCOSX def2/J DEFGRID3
* xyz 0 1
Br -4.16 4.21 -1.09
Br -1.31 5.68 -1.69
Br -2.34 1.66 2.66
Br 1.45 -0.66 -1.53
Br 2.02 -3.80 -0.03
Br -0.97 -4.33 1.03
C 0.84 -6.86 -0.37
C -2.68 5.32 -0.27
C -1.98 4.51 0.88
C -1.38 3.18 0.39
C -0.05 1.09 0.93
C -0.92 0.22 0.00
C -1.05 -2.03 -1.23
C 0.31 -5.72 -1.28
C -0.36 -3.33 -1.69
C -0.83 2.30 1.48
C -0.14 -1.08 -0.38
C 0.18 -4.33 -0.60
H 0.26 -6.90 0.56
H 0.69 -7.85 -0.83
H 1.88 -6.78 -0.13
H -3.08 6.24 0.17
H -1.19 5.12 1.30
H -2.67 4.35 1.72
H -0.59 3.37 -0.37
H -2.17 2.61 -0.12
H 0.32 0.46 1.74
H 0.81 1.42 0.34
H -1.14 0.76 -0.93
H -1.84 -0.12 0.50
H -1.94 -2.29 -0.62
H -1.39 -1.52 -2.16
H 1.02 -5.59 -2.10
H -0.66 -6.01 -1.71
H 0.50 -3.09 -2.34
H -1.08 -3.80 -2.35
H -0.12 2.86 2.13
H 0.09 -1.58 0.56
*
```


Density functional theory data (the ωB97M-V functional and the def2-TZVPD basis) for a cluster of 2 separate species, CH5BrN2P in total at a distorted geometry.

* DFT total energy: -3065.60551 Eh
* molar mass: 155.94 g mol⁻¹
* F_max: 3.62 eV/A
* energy relative to the best compared isomer or geometry (same formula, charge and spin): 0.7403 eV

Geometry as ORCA input:
```
! wB97M-V def2-TZVPD RIJCOSX def2/J DEFGRID3
* xyz 1 3
C 0.23 0.02 0.28
N 1.50 -0.54 0.31
N 0.04 1.37 0.26
P -1.03 -1.22 0.31
Br -2.84 0.05 0.49
H 2.20 0.01 -0.11
H 1.47 -1.53 0.04
H 0.62 2.16 0.18
H -0.95 1.64 0.29
H -1.24 -1.97 -2.05
*
```


Density functional theory data (the ωB97M-V functional and the def2-TZVPD basis) for a cluster of 2 separate species, C6H12N2 in total.

* DFT total energy: -345.32730 Eh
* molar mass: 112.18 g mol⁻¹
* F_max: 0.70 eV/A
* SMILES: Cc1c[nH]cn1.CC
* energy relative to the best compared isomer or geometry (same formula, charge and spin): 0.0152 eV

Geometry as ORCA input:
```
! wB97M-V def2-TZVPD RIJCOSX def2/J DEFGRID3
* xyz 0 1
C 0.13 -1.11 -2.22
C 1.04 -0.62 -1.14
C 1.60 0.62 -0.95
C 2.10 -0.73 0.71
N 1.35 -1.44 -0.10
N 2.25 0.52 0.26
H -0.91 -1.04 -1.92
H 0.39 -2.14 -2.43
H 1.58 1.53 -1.50
H 2.53 -1.03 1.65
H 2.79 1.24 0.71
H 0.19 -0.47 -3.10
C -1.80 0.70 2.00
C -1.98 0.43 0.51
H -0.79 0.42 2.32
H -1.88 1.76 2.22
H -2.54 0.20 2.61
H -2.96 0.81 0.20
H -1.84 -0.63 0.28
H -1.26 0.98 -0.10
*
```


What is the formula in the first record? C12H20Br6


The lowest DFT total energy belongs to which entry? C12H20Br6


The lowest molar mass belongs to which entry? C6H12N2


Repeat the second record exactly.
Density functional theory data (the ωB97M-V functional and the def2-TZVPD basis) for a cluster of 2 separate species, CH5BrN2P in total at a distorted geometry.

* DFT total energy: -3065.60551 Eh
* molar mass: 155.94 g mol⁻¹
* F_max: 3.62 eV/A
* energy relative to the best compared isomer or geometry (same formula, charge and spin): 0.7403 eV

Geometry as ORCA input:
```
! wB97M-V def2-TZVPD RIJCOSX def2/J DEFGRID3
* xyz 1 3
C 0.23 0.02 0.28
N 1.50 -0.54 0.31
N 0.04 1.37 0.26
P -1.03 -1.22 0.31
Br -2.84 0.05 0.49
H 2.20 0.01 -0.11
H 1.47 -1.53 0.04
H 0.62 2.16 0.18
H -0.95 1.64 0.29
H -1.24 -1.97 -2.05
*
```